243
Properties=species:S:1:pos:R:3 method="wB97M-V/def2-TZVPD" spin_multiplicity=1 homo_lumo_gap_ev=8.596
C 8.878 1.260 1.086
C 8.737 1.346 -0.455
O 9.245 0.234 -1.272
H 9.911 1.106 1.397
H 8.190 0.489 1.432
H 8.534 2.102 1.687
H 9.033 2.273 -0.945
H 7.664 1.327 -0.646
H 8.531 -0.206 -1.739
C -6.101 6.446 -5.408
C -6.458 5.890 -4.033
O -5.401 6.308 -3.199
H -5.118 6.123 -5.749
H -5.903 7.517 -5.378
H -6.953 6.191 -6.039
H -6.412 4.809 -4.164
H -7.423 6.160 -3.604
H -5.392 5.857 -2.351
C 6.497 -7.760 11.843
O 5.122 -7.617 11.810
C 4.381 -8.080 10.661
C 2.835 -7.861 10.903
N 1.980 -8.173 9.761
C 0.561 -7.682 9.940
C 0.542 -6.229 9.445
O 0.847 -6.073 8.087
C 0.327 -4.866 7.537
H 6.970 -7.192 12.644
H 6.796 -7.422 10.850
H 6.824 -8.792 11.969
H 4.611 -9.146 10.664
H 4.761 -7.626 9.746
H 2.556 -6.851 11.205
H 2.512 -8.437 11.771
H 2.329 -7.679 8.953
H 0.100 -7.881 10.908
H -0.142 -8.313 9.396
H 1.299 -5.601 9.916
H -0.401 -5.743 9.694
H 0.613 -4.826 6.486
H 0.817 -4.035 8.045
H -0.748 -4.847 7.715
C -5.448 -6.529 1.730
O -5.519 -5.132 1.534
C -5.091 -4.398 2.701
C -5.411 -2.946 2.495
N -4.871 -2.125 3.608
C -5.670 -2.347 4.782
C -5.338 -1.366 5.974
O -4.740 -0.072 5.715
C -4.427 0.656 6.862
H -6.180 -6.836 2.477
H -4.542 -6.867 2.233
H -5.481 -7.066 0.782
H -4.003 -4.469 2.689
H -5.614 -4.797 3.570
H -6.494 -2.939 2.373
H -4.856 -2.705 1.588
H -4.637 -1.144 3.551
H -5.514 -3.360 5.154
H -6.676 -2.259 4.373
H -4.663 -1.944 6.606
H -6.229 -1.115 6.551
H -5.374 1.102 7.164
H -3.684 1.452 6.817
H -4.268 -0.002 7.716
C -8.811 1.016 0.779
O -8.163 1.975 1.610
C -7.132 2.643 0.929
C -6.100 3.199 1.992
N -4.934 3.765 1.448
C -3.902 4.167 2.402
C -4.358 5.190 3.490
O -4.478 6.575 3.095
C -5.661 6.745 2.353
H -9.440 1.386 -0.031
H -9.573 0.536 1.393
H -8.199 0.196 0.402
H -7.598 3.433 0.340
H -6.599 1.992 0.236
H -5.772 2.310 2.531
H -6.792 3.762 2.617
H -4.502 3.224 0.713
H -3.060 4.615 1.875
H -3.503 3.297 2.923
H -3.604 5.073 4.268
H -5.269 4.939 4.033
H -5.761 6.177 1.428
H -5.465 7.750 1.978
H -6.562 6.663 2.961
C -6.367 -3.364 -4.371
C -4.926 -3.569 -4.987
C -4.631 -2.663 -6.206
O -3.673 -3.315 -7.069
C -2.993 -2.480 -7.961
N -3.989 -3.428 -3.844
H -6.521 -2.308 -4.149
H -6.441 -3.925 -3.440
H -7.108 -3.814 -5.032
H -4.891 -4.618 -5.282
H -4.313 -1.669 -5.890
H -5.519 -2.587 -6.833
H -2.150 -3.032 -8.377
H -2.554 -1.642 -7.419
H -3.633 -2.160 -8.782
H -4.190 -4.080 -3.099
H -3.110 -3.740 -4.232
C 6.434 -4.639 -3.141
C 5.364 -4.011 -4.076
C 4.093 -4.787 -4.201
O 3.310 -4.921 -3.043
C 2.054 -5.699 -3.206
N 5.098 -2.804 -3.279
H 5.996 -5.012 -2.215
H 7.226 -3.980 -2.788
H 6.937 -5.491 -3.599
H 5.773 -3.651 -5.020
H 4.261 -5.820 -4.506
H 3.544 -4.450 -5.080
H 2.219 -6.765 -3.359
H 1.432 -5.296 -4.005
H 1.422 -5.542 -2.331
H 4.167 -2.497 -3.524
H 4.851 -3.253 -2.409
C -6.142 3.627 -10.924
C -6.875 2.248 -11.019
C -7.844 1.900 -9.909
O -7.219 1.960 -8.650
C -8.183 1.611 -7.630
N -7.365 1.997 -12.425
H -5.949 3.938 -9.897
H -6.774 4.443 -11.273
H -5.290 3.666 -11.602
H -6.090 1.555 -10.715
H -8.503 1.070 -10.165
H -8.508 2.764 -9.898
H -8.939 2.384 -7.499
H -7.717 1.606 -6.645
H -8.314 0.569 -7.921
H -7.742 2.881 -12.735
H -8.187 1.410 -12.438
C -0.287 10.135 -1.467
C -1.573 10.582 -0.670
C -1.284 11.985 -0.005
O -2.524 12.405 0.694
C -2.326 13.534 1.475
N -2.626 10.553 -1.642
H 0.605 10.312 -0.865
H -0.139 10.785 -2.329
H -0.184 9.093 -1.772
H -1.877 9.827 0.055
H -0.950 12.812 -0.632
H -0.502 12.002 0.755
H -1.382 13.611 2.014
H -3.099 13.607 2.240
H -2.289 14.457 0.896
H -3.428 11.132 -1.437
H -2.931 9.592 -1.592
C -0.176 2.086 -2.014
C -0.849 0.721 -1.915
C -0.350 -0.046 -0.644
O 1.096 -0.308 -0.767
C 1.659 -0.955 0.376
N -2.288 0.811 -2.015
H 0.875 1.905 -2.242
H -0.189 2.522 -1.015
H -0.470 2.824 -2.760
H -0.639 0.133 -2.809
H -0.788 -1.024 -0.448
H -0.546 0.501 0.278
H 2.613 -0.465 0.573
H 1.873 -2.003 0.170
H 1.236 -0.741 1.358
H -2.611 -0.145 -1.958
H -2.439 1.125 -2.963
C 5.379 -3.253 5.774
C 6.838 -3.446 5.530
C 7.747 -2.578 6.423
O 7.554 -1.211 6.078
C 7.074 -0.389 7.166
N 7.161 -4.872 5.730
H 5.147 -2.200 5.932
H 5.044 -3.867 6.610
H 4.801 -3.673 4.951
H 7.023 -3.105 4.512
H 8.814 -2.793 6.374
H 7.694 -2.779 7.493
H 7.320 0.619 6.832
H 7.697 -0.476 8.056
H 6.026 -0.485 7.450
H 6.718 -5.320 4.941
H 6.719 -5.298 6.531
C 4.375 -12.192 4.534
C 3.762 -10.981 5.248
C 2.923 -10.059 4.307
O 3.762 -9.698 3.218
C 3.400 -8.622 2.368
N 3.137 -11.567 6.407
H 5.189 -12.030 3.827
H 3.626 -12.607 3.860
H 4.790 -12.927 5.223
H 4.447 -10.226 5.636
H 2.740 -9.098 4.786
H 2.062 -10.555 3.860
H 3.705 -8.748 1.329
H 3.692 -7.702 2.875
H 2.341 -8.705 2.125
H 2.590 -10.948 6.988
H 3.736 -12.270 6.815
C 0.191 5.000 -8.466
C 1.706 4.677 -8.661
C 2.296 3.758 -7.594
O 3.665 3.426 -7.820
C 4.176 2.475 -6.901
N 1.685 4.018 -9.977
H -0.169 5.566 -9.325
H 0.110 5.442 -7.473
H -0.597 4.250 -8.403
H 2.248 5.621 -8.714
H 1.605 2.917 -7.529
H 2.226 4.272 -6.635
H 3.567 2.569 -6.002
H 5.216 2.624 -6.611
H 4.051 1.452 -7.255
H 1.989 4.557 -10.775
H 2.478 3.427 -9.774
C 9.414 8.151 -1.801
C 8.421 7.658 -2.782
C 7.043 7.342 -2.272
O 6.959 6.443 -1.198
C 5.676 6.222 -0.732
N 8.473 8.564 -3.873
H 9.430 7.404 -1.008
H 9.214 9.117 -1.336
H 10.380 8.118 -2.306
H 8.827 6.700 -3.107
H 6.442 6.928 -3.081
H 6.540 8.242 -1.919
H 5.093 5.533 -1.343
H 5.097 7.145 -0.698
H 5.736 5.735 0.241
H 8.038 8.116 -4.667
H 9.422 8.692 -4.194